DFT (the ωB97M-V functional and the def2-TZVPD basis) results for 10 unconnected molecules or ions with the total composition C35H60O30.

Its spin multiplicity is 1. As for the SMILES: CCOC(=O)OC.CCOC(=O)OC.CCOC(=O)OC.CCOC(=O)OC.CCOC(=O)OC.O=C1OCCO1.O=C1OCCO1.O=C1OCCO1.O=C1OCCO1.O=C1OCCO1. The calculation puts the HOMO energy at -9.970 eV. Its frontier orbital gap is 10.13 eV.

Positions of all 125 atoms, in Å:
C1 -5.8851 -21.0447 -1.4330
C2 -5.9109 -21.5339 -2.9174
O1 -6.3693 -22.8356 -2.7985
C3 -6.5719 -23.1820 -1.4807
O2 -6.9122 -24.2766 -1.0801
O3 -6.2415 -22.0856 -0.6832
H1 -6.6188 -20.2801 -1.1777
H2 -4.8756 -20.6365 -1.3852
H3 -4.9444 -21.4072 -3.4051
H4 -6.6716 -20.9903 -3.4777
C4 -3.3689 -19.3444 -5.6632
C5 -4.2370 -18.4107 -6.4067
O4 -4.4704 -19.0393 -7.6822
C6 -3.3486 -19.8608 -7.8689
O5 -3.1308 -20.5562 -8.8661
O6 -2.6585 -19.9405 -6.7226
H5 -3.9776 -20.0913 -5.1536
H6 -2.7195 -18.9247 -4.8950
H7 -3.6845 -17.4734 -6.4727
H8 -5.2361 -18.1828 -6.0352
C7 -6.0568 -26.8981 -3.4977
C8 -6.5119 -26.1128 -4.6669
O7 -5.3674 -25.8096 -5.4322
C9 -4.3063 -26.0668 -4.6702
O8 -3.1222 -26.0109 -4.9629
O9 -4.7047 -26.5125 -3.4447
H9 -6.0394 -27.9838 -3.5937
H10 -6.6255 -26.6534 -2.6006
H11 -6.9628 -25.1495 -4.4283
H12 -7.2600 -26.6722 -5.2287
C10 -3.6329 -25.5235 -0.5009
C11 -3.1772 -26.4052 0.7697
O10 -2.8151 -25.3246 1.6941
C12 -3.2392 -24.0834 1.1609
O11 -2.9925 -23.0206 1.6976
O12 -3.8455 -24.2271 0.0378
H13 -4.5751 -25.8118 -0.9669
H14 -2.7491 -25.4537 -1.1350
H15 -2.3043 -27.0330 0.5903
H16 -3.9720 -27.0523 1.1407
C13 -2.3246 -23.0403 -6.1555
C14 -1.1551 -23.8221 -5.5597
O13 -1.1949 -23.6089 -4.2120
C15 -2.3898 -23.1364 -3.8924
O14 -2.8569 -23.0064 -2.7853
O15 -3.0344 -22.7516 -5.0137
H17 -2.8498 -23.6215 -6.9135
H18 -2.0076 -22.0882 -6.5810
H19 -0.1881 -23.3973 -5.8290
H20 -1.2076 -24.8673 -5.8645
C16 -6.9859 -22.3833 -8.3573
C17 -6.5958 -22.0258 -6.9035
O16 -7.3526 -22.8612 -5.9879
C18 -8.5582 -22.5426 -5.5433
O17 -9.0010 -21.4046 -5.4547
O18 -8.9379 -23.6133 -4.8515
C19 -10.0104 -23.4868 -3.9591
H21 -6.2881 -21.9277 -9.0599
H22 -7.9429 -21.9327 -8.6205
H23 -7.0721 -23.4475 -8.5768
H24 -6.6173 -20.9614 -6.6696
H25 -5.5705 -22.3689 -6.7654
H26 -10.2029 -24.4807 -3.5551
H27 -10.9035 -23.0539 -4.4096
H28 -9.7455 -22.7654 -3.1860
C20 0.4885 -20.5403 -9.9460
C21 -0.2266 -21.8358 -9.5395
O19 0.6012 -22.9344 -9.8653
C22 0.3439 -24.1421 -9.4102
O20 -0.6098 -24.4384 -8.7207
O21 1.2608 -24.9224 -9.8881
C23 1.4009 -26.2710 -9.4081
H29 0.8611 -20.4422 -10.9656
H30 1.2520 -20.2262 -9.2343
H31 -0.2454 -19.7379 -9.8700
H32 -1.2214 -21.8498 -9.9847
H33 -0.3125 -21.7423 -8.4570
H34 1.4277 -26.8978 -10.2995
H35 0.5744 -26.7231 -8.8600
H36 2.3195 -26.4299 -8.8432
C24 -0.0185 -26.4296 -12.9960
C25 -1.5570 -25.9244 -13.0401
O22 -1.8336 -24.9936 -11.9413
C26 -3.0751 -24.6072 -11.6695
O23 -4.1100 -25.0121 -12.2359
O24 -3.0881 -23.6966 -10.6878
C27 -4.2855 -23.2231 -10.0867
H37 0.7124 -25.6268 -13.0934
H38 0.0970 -26.9811 -13.9290
H39 0.1475 -26.9808 -12.0704
H40 -2.3099 -26.7075 -12.9519
H41 -1.6716 -25.3551 -13.9625
H42 -5.0655 -23.9817 -10.1528
H43 -4.6524 -22.2862 -10.5057
H44 -4.1175 -22.9763 -9.0384
C28 2.8478 -25.7723 1.1942
C29 1.7244 -26.6860 0.7979
O25 1.4366 -26.6576 -0.6153
C30 0.4829 -27.4919 -0.9788
O26 -0.0313 -28.4789 -0.3094
O27 0.2287 -27.1362 -2.2969
C31 -0.8716 -27.5948 -3.0631
H45 2.5712 -24.7610 0.8963
H46 3.7696 -25.9404 0.6372
H47 3.0547 -25.6667 2.2592
H48 0.7733 -26.5831 1.3204
H49 2.0304 -27.6860 1.1054
H50 -0.7427 -27.0817 -4.0161
H51 -1.7664 -27.2672 -2.5339
H52 -0.7986 -28.6701 -3.2259
C32 4.3164 -22.1694 1.8427
C33 3.6479 -20.8429 1.3768
O28 2.5641 -21.2509 0.4672
C34 1.1988 -21.3965 0.8350
O29 0.8327 -21.4267 2.0244
O30 0.5334 -21.6884 -0.2063
C35 -0.7565 -22.3257 -0.1185
H53 3.5929 -22.8198 2.3344
H54 5.1821 -22.0367 2.4914
H55 4.7011 -22.6880 0.9645
H56 4.2746 -20.1435 0.8235
H57 3.1225 -20.2288 2.1082
H58 -1.4865 -21.5194 -0.0472
H59 -0.7903 -22.9487 0.7752
H60 -0.9622 -22.9621 -0.9791



DFT (the ωB97M-V functional and the def2-TZVPD basis) results for a molecular structure, C16H13Br3MgN2O.

Its spin multiplicity is 1. The calculation puts the HOMO energy at -7.559 eV. Its frontier orbital gap is 7.44 eV.

Positions of all 36 atoms, in Å:
Mg1 0.1911 -0.1687 0.0658
C1 1.0832 -1.6792 3.1704
C2 0.1169 -0.5546 3.3295
C3 -0.3280 -0.1742 4.6104
C4 -1.2150 0.8598 4.7388
C5 -1.6744 1.5337 3.5903
C6 -2.5837 2.6090 3.5861
Br1 -3.2985 3.2566 5.2317
C7 -2.9719 3.2088 2.4130
C8 -2.4598 2.7561 1.2035
Br2 -3.0005 3.6024 -0.4116
C9 -1.5464 1.7006 1.0976
O1 -1.0617 1.2855 -0.0036
C10 -1.1638 1.0874 2.3415
N1 -0.2943 0.0690 2.2480
H1 1.2757 -2.1669 4.1223
H2 2.0194 -1.2971 2.7675
H3 0.6881 -2.4036 2.4624
H4 0.0376 -0.7082 5.4742
H5 -1.5772 1.1724 5.7071
H6 -3.6719 4.0306 2.4198
C11 1.5598 -1.7435 -0.2421
H7 2.5188 -1.5996 0.2448
H8 1.7576 -1.8165 -1.3064
H9 1.1711 -2.7068 0.0786
Br3 1.0083 -0.3945 -6.7557
C12 0.6701 -0.2315 -4.8971
C13 -0.1454 -1.1504 -4.2545
C14 -0.3865 -0.9621 -2.9044
N2 0.1237 0.0411 -2.2092
C15 0.9083 0.9056 -2.8278
C16 1.2221 0.8163 -4.1752
H10 -0.5760 -1.9844 -4.7876
H11 -1.0142 -1.6497 -2.3496
H12 1.2983 1.7102 -2.2158
H13 1.8721 1.5367 -4.6462



DFT (the ωB97M-V functional and the def2-TZVPD basis) results for a molecular structure, C52H38BrClIN7PS2Y.

Its spin multiplicity is 1. The calculation puts the HOMO energy at -7.276 eV. Its frontier orbital gap is 7.42 eV.

Positions of all 104 atoms, in Å:
Y1 -1.9517 -0.6601 0.4973
C1 -1.0444 6.2532 3.3035
C2 -1.2021 5.0359 2.4467
C3 -1.7808 5.1010 1.1816
C4 -1.9619 3.9617 0.4438
C5 -1.5603 2.6783 0.8784
N1 -1.7636 1.5939 0.0618
C6 -1.8421 1.8876 -1.2972
C7 -0.8374 2.6457 -1.9184
C8 -0.7974 2.8305 -3.2782
C9 -1.7717 2.2833 -4.1081
C10 -1.6447 2.3411 -5.5991
C11 -2.8403 1.6404 -3.5055
C12 -2.9041 1.4709 -2.1251
N2 -4.0697 0.9037 -1.5801
C13 -5.3304 1.1528 -1.9808
C14 -6.1666 0.3802 -1.2088
C15 -5.3178 -0.3181 -0.3496
N3 -4.0516 0.0144 -0.5787
C16 -1.0184 2.6174 2.1825
C17 -0.8688 3.7866 2.9281
N4 -0.7091 1.4135 2.8597
C18 0.0731 1.3295 3.9590
C19 -0.2173 0.1485 4.5990
C20 -1.1889 -0.4515 3.8017
N5 -1.4690 0.3066 2.7428
H1 -0.7157 7.1062 2.7141
H2 -1.9991 6.5070 3.7657
H3 -0.3208 6.0794 4.0963
H4 -2.1270 6.0459 0.7916
H5 -2.4619 4.0317 -0.5102
H6 -0.0694 3.0784 -1.2939
H7 0.0116 3.4056 -3.7030
H8 -0.8997 3.0744 -5.8963
H9 -1.3212 1.3657 -5.9650
H10 -2.5932 2.5872 -6.0706
H11 -3.6469 1.2546 -4.1099
H12 -5.5555 1.8678 -2.7472
H13 -7.2345 0.3429 -1.2498
H14 -5.5632 -1.0376 0.4072
H15 -0.5134 3.7123 3.9445
H16 0.7969 2.0798 4.2070
H17 0.2036 -0.2281 5.5072
H18 -1.6908 -1.3841 3.9710
Cl1 -2.3953 -1.4521 -2.4206
C21 -1.1740 -1.4351 -3.6440
C22 -1.5222 -1.6112 -4.9733
C23 -0.5184 -1.7167 -5.9214
C24 0.8118 -1.6653 -5.5410
C25 1.1459 -1.4634 -4.2150
C26 0.1545 -1.3092 -3.2484
P1 0.5416 -1.0327 -1.4669
C27 2.0172 -2.1377 -1.4347
C28 1.8022 -3.5020 -1.2500
C29 2.8687 -4.3767 -1.1749
C30 4.1652 -3.9045 -1.3111
C31 4.3846 -2.5558 -1.5380
C32 3.3191 -1.6756 -1.5967
C33 1.3881 0.5953 -1.5044
C34 1.5330 1.2035 -0.2572
C35 2.2867 2.3542 -0.1079
C36 2.8852 2.9245 -1.2177
C37 2.6908 2.3645 -2.4703
C38 1.9477 1.2068 -2.6211
H19 -2.5607 -1.6860 -5.2533
H20 -0.7782 -1.8648 -6.9566
H21 1.5938 -1.8015 -6.2727
H22 2.1828 -1.4612 -3.9127
H23 0.7944 -3.8733 -1.1389
H24 2.6898 -5.4295 -1.0090
H25 5.0014 -4.5817 -1.2366
H26 5.3885 -2.1776 -1.6726
H27 3.5110 -0.6262 -1.7730
H28 1.0228 0.7826 0.6011
H29 2.4072 2.8032 0.8679
H30 3.4903 3.8130 -1.1183
H31 3.1413 2.8297 -3.3366
H32 1.8041 0.7911 -3.6078
S1 -3.6899 -2.0994 2.0292
C39 -2.5576 -3.2875 2.5941
C40 -2.6791 -3.7785 3.8916
C41 -1.7349 -4.6491 4.4219
C42 -1.8405 -5.0448 5.7728
N6 -1.9378 -5.3256 6.8810
C43 -0.6533 -5.0823 3.6272
C44 -0.5658 -4.6464 2.3103
C45 -1.4899 -3.7507 1.7949
S2 -1.2824 -3.1828 0.1642
C46 0.3687 -5.9035 4.1463
N7 1.2335 -6.5460 4.5423
H33 -3.5100 -3.4501 4.5001
H34 0.2462 -4.9850 1.6815
Br1 2.7032 -1.8493 5.1675
C47 3.7013 -1.0839 3.7498
C48 4.9634 -0.5737 4.0176
C49 5.7195 -0.0165 3.0015
C50 5.1981 0.0648 1.7199
C51 3.9287 -0.4183 1.4633
C52 3.1770 -1.0130 2.4646
I1 1.2802 -1.8365 1.9494
H35 5.3525 -0.6221 5.0235
H36 6.7101 0.3545 3.2134
H37 5.7685 0.5035 0.9156
H38 3.5068 -0.3424 0.4751



DFT (the ωB97M-V functional and the def2-TZVPD basis) results for a molecular structure, C10H20AsClF6SbV.

As for the charge: +1. Its expectation value of S² is 0.8026. Its spin multiplicity is 2. The calculation puts the HOMO energy (alpha / beta) at -12.920 / -12.835 eV. Its frontier orbital gap (alpha / beta) is 7.97 / 8.54 eV.

Positions of all 40 atoms, in Å:
V1 -1.6434 0.5104 0.1177
C1 1.9897 3.7763 -2.1576
C2 0.6580 3.2886 -2.7493
C3 -0.2570 4.4837 -3.0547
C4 0.9150 2.4764 -4.0273
C5 0.0065 2.4246 -1.7611
C6 -0.5287 1.7010 -0.9375
H1 2.4853 4.4265 -2.8788
H2 2.6531 2.9380 -1.9410
H3 1.8299 4.3473 -1.2412
H4 0.2256 5.1273 -3.7911
H5 -0.4498 5.0757 -2.1591
H6 -1.2122 4.1522 -3.4607
H7 1.4063 3.1136 -4.7631
H8 -0.0204 2.1156 -4.4540
H9 1.5596 1.6214 -3.8241
Cl1 -0.8063 -1.5411 -0.7068
C7 -0.1284 -0.6894 0.7238
H10 0.9188 -0.4782 0.5431
H11 -0.3143 -1.2910 1.6105
C8 -0.7101 1.5179 3.8485
Sb1 -0.3003 2.0256 1.8347
C9 1.8016 2.0147 1.7028
C10 -0.8965 4.0358 1.6176
H12 -0.1474 2.1842 4.5005
H13 -0.4091 0.4879 4.0293
H14 -1.7756 1.6225 4.0405
H15 2.1871 2.8751 2.2472
H16 2.0986 2.0750 0.6584
H17 2.1892 1.1025 2.1525
H18 -0.3963 4.6366 2.3753
H19 -1.9749 4.1049 1.7403
H20 -0.6155 4.3689 0.6216
F1 -3.5690 -0.1455 -0.2958
As1 -4.3126 0.6835 1.1576
F2 -5.4997 1.3836 0.2011
F3 -5.1652 -0.6984 1.5758
F4 -4.6102 1.5699 2.5599
F5 -2.7931 0.0084 1.8965
F6 -3.1088 1.9495 0.6039



DFT (the ωB97M-V functional and the def2-TZVPD basis) results for a molecular structure, C26H19Cl2HfIN11O2S.

As for the charge: +1. Its spin multiplicity is 1. The calculation puts the HOMO energy at -11.103 eV. Its frontier orbital gap is 7.34 eV.

Positions of all 63 atoms, in Å:
Hf1 -0.4690 0.5053 0.0189
N1 1.6685 -3.6305 0.7103
C1 1.1486 -2.4148 0.8487
N2 0.9042 -1.5964 -0.1302
C2 1.1824 -2.0034 -1.4286
N3 1.0149 -1.2214 -2.4368
N4 0.5200 0.0245 -2.0465
C3 0.5976 0.8999 -2.9632
C4 0.0506 2.2344 -2.7064
C5 0.1184 3.2331 -3.6534
C6 -0.4702 4.4581 -3.3663
C7 -1.1107 4.6215 -2.1543
C8 -1.1298 3.5660 -1.2541
N5 -0.5446 2.3966 -1.5118
C9 1.6793 -3.3644 -1.6564
C10 1.9015 -3.8841 -2.9345
C11 2.3566 -5.1752 -3.0847
C12 2.6005 -5.9689 -1.9597
C13 2.3881 -5.4741 -0.6914
C14 1.9247 -4.1699 -0.5560
H1 1.8176 -4.1893 1.5352
H2 0.9145 -2.1097 1.8603
H3 1.0329 0.6428 -3.9234
H4 0.6124 3.0477 -4.5975
H5 -0.4393 5.2633 -4.0882
H6 -1.6048 5.5469 -1.8940
H7 -1.6355 3.6453 -0.3042
H8 1.7067 -3.2554 -3.7921
H9 2.5249 -5.5782 -4.0736
H10 2.9568 -6.9831 -2.0815
H11 2.5702 -6.0853 0.1841
S1 2.1509 1.1594 0.3374
C15 1.7238 0.6039 1.9390
C16 2.5818 0.5158 3.0373
C17 2.0839 0.0414 4.2328
C18 0.7476 -0.3551 4.3370
C19 -0.0467 -0.2562 3.2210
N6 0.4421 0.2159 2.0635
H12 3.6131 0.8222 2.9282
H13 2.7337 -0.0235 5.0966
H14 0.3355 -0.7269 5.2639
H15 -1.0867 -0.5556 3.2165
N7 -6.7662 0.2785 0.0983
C20 -5.7598 0.8329 0.0028
N8 -4.6388 1.5242 -0.1507
C21 -3.4806 1.3608 0.2328
N9 -2.3233 1.3473 0.5132
I1 -1.5508 5.6699 4.2621
C22 -0.6307 4.4987 2.8581
C23 0.5825 4.7183 2.2472
N10 0.7766 3.6904 1.4034
N11 -0.2310 2.8088 1.4291
C24 -1.0984 3.2930 2.3118
H16 1.3075 5.5076 2.3589
H17 1.6013 3.4332 0.8741
H18 -2.0210 2.7734 2.5097
Cl1 -4.3036 -2.7178 0.5478
C25 -2.9049 -2.7900 -0.5106
Cl2 -1.8880 -4.2266 -0.2487
C26 -2.0679 -1.5526 -0.2976
O1 -1.5415 -1.2918 0.8203
O2 -1.8782 -0.7660 -1.2667
H19 -3.2501 -2.8147 -1.5370



DFT (the ωB97M-V functional and the def2-TZVPD basis) results for a molecular structure, C7H22AlClI2N2OP2.

As for the charge: +2. Its spin multiplicity is 1. The calculation puts the HOMO energy (alpha / beta) at -14.551 / -14.573 eV. Its frontier orbital gap (alpha / beta) is 5.12 / 5.39 eV.

Positions of all 38 atoms, in Å:
I1 0.7340 -1.1311 0.4195
I2 -1.3089 0.4415 0.4777
Al1 1.7380 2.4062 -3.5798
P1 1.5420 1.8929 0.4501
C1 1.4960 1.7149 2.2751
C2 3.3664 1.9158 0.2099
H1 3.7955 2.6591 0.8881
H2 1.6959 4.2453 0.9993
H3 3.5996 2.1647 -0.8348
H4 1.1723 3.9925 -0.7112
H5 1.8569 0.7330 2.5953
H6 3.7650 0.9159 0.4363
C3 1.0549 3.6617 0.3300
H7 2.1314 2.4992 2.7044
H8 -0.0017 3.7571 0.6223
H9 0.4779 1.8052 2.6656
P2 -0.6429 -0.7937 -2.2870
C4 -1.6843 -2.1891 -1.7423
C5 -1.8503 0.1057 -3.3345
H10 1.0651 -0.9147 -4.0192
H11 -0.1725 -2.2175 -4.1689
H12 1.1278 -2.3337 -2.9244
C6 0.4598 -1.6540 -3.4753
H13 -1.3250 0.9057 -3.8750
H14 -2.2864 -0.6145 -4.0354
H15 -2.0733 -2.6659 -2.6483
H16 -2.5051 -1.8535 -1.1025
H17 -2.6280 0.5487 -2.6936
H18 -1.1144 -2.9167 -1.1594
Cl1 2.4175 3.4841 -5.2833
N1 -2.9340 -1.9042 4.2860
C7 -1.7500 -2.2901 3.7040
N2 -1.2394 -3.4653 4.2163
O1 -1.2060 -1.6633 2.8018
H19 -3.4033 -2.5066 4.9385
H20 -3.4392 -1.1259 3.8990
H21 -0.3369 -3.7456 3.8855
H22 -1.5944 -3.8639 5.0704



The evaluated electronic energy for the records listed, in turn: -98690.70118 -237405.11938 -187643.23571 -132579.82891 -93044.25309 -66526.80120 eV.
The evaluated max |F| for the records listed, in turn: 6.033 1.558 1.157 0.230 1.115 3.160 eV Å⁻¹.